Entry 1:
17
Properties=species:S:1:pos:R:3 method="wB97M-V/def2-TZVPD" total_charge=0 e_homo_ev=-9.757 gap_ev=10.389 de_lowest_ev=2.8119 smiles="CC(N)=O.COC=O"
C 1.613 -0.990 0.465
C 1.570 0.230 -0.427
N 1.879 0.009 -1.730
O 1.215 1.326 -0.027
H 1.954 -0.696 1.456
H 0.604 -1.392 0.549
H 2.274 -1.764 0.082
H 1.713 0.756 -2.385
H 1.952 -0.926 -2.092
C -1.659 0.824 1.405
O -1.810 -0.479 1.037
C -2.016 -0.119 -0.478
O -1.335 -0.628 -1.309
H -0.629 1.193 1.371
H -2.219 1.071 2.313
H -2.053 1.355 0.345
H -3.052 0.232 -0.573

=====

Entry 2:
13
Properties=species:S:1:pos:R:3 method="wB97M-V/def2-TZVPD" total_charge=0 e_homo_ev=-8.918 gap_ev=9.357 de_lowest_ev=7.7338
H 3.437 -0.562 0.666
N 2.397 -0.987 0.390
C 1.601 -0.140 0.047
N 1.924 1.077 -0.520
O 0.134 -0.211 0.101
N -0.394 -1.303 -0.152
C -1.737 -1.283 -0.400
C -2.452 -0.112 -0.007
C -3.278 0.819 0.231
H 2.847 1.222 -0.388
H 1.176 1.780 -0.135
H -2.287 -2.313 -0.537
H -3.367 2.013 0.704

=====

Entry 3:
132
Properties=species:S:1:pos:R:3 method="wB97M-V/def2-TZVPD" total_charge=0 e_homo_ev=-8.164 gap_ev=8.112 de_lowest_ev=2.2258 smiles="COC[C@H](C)N.COC[C@H](C)N.COC[C@H](C)N.COC[C@H](C)N.NC(N)=O.NC(N)=O.NC(N)=O.NC(N)=O.NC(N)=O.NC(N)=O.NC(N)=O.NC(N)=O"
C 5.561 -15.166 -11.375
O 5.739 -15.217 -12.778
C 7.083 -15.206 -13.233
C 7.201 -15.331 -14.751
C 8.665 -15.531 -15.131
N 6.822 -14.034 -15.345
H 4.581 -15.633 -11.295
H 5.640 -14.181 -10.907
H 6.322 -15.798 -10.904
H 7.444 -14.223 -12.899
H 7.693 -15.954 -12.712
H 6.630 -16.189 -15.109
H 8.963 -15.444 -16.173
H 8.765 -16.624 -15.013
H 9.386 -15.142 -14.414
H 6.527 -14.260 -16.290
H 6.011 -13.633 -14.884
C 9.802 -16.329 -10.246
O 9.612 -17.736 -10.281
C 8.650 -18.186 -9.331
C 8.996 -19.683 -9.043
C 8.939 -20.678 -10.204
N 8.200 -20.094 -7.873
H 10.456 -16.063 -11.074
H 10.194 -15.933 -9.306
H 8.826 -15.857 -10.402
H 8.725 -17.651 -8.378
H 7.681 -17.986 -9.799
H 10.051 -19.747 -8.768
H 8.008 -21.094 -10.599
H 9.424 -21.612 -9.901
H 9.429 -20.328 -11.114
H 8.076 -19.214 -7.374
H 7.225 -20.234 -8.158
C 7.583 -13.540 -5.939
O 7.082 -14.495 -4.992
C 6.219 -15.477 -5.482
C 5.446 -16.238 -4.464
C 6.351 -16.972 -3.459
N 4.482 -17.192 -4.996
H 8.228 -14.098 -6.624
H 8.143 -12.797 -5.383
H 6.777 -13.160 -6.569
H 5.467 -15.038 -6.154
H 6.743 -16.114 -6.214
H 4.841 -15.479 -3.953
H 7.195 -17.428 -3.983
H 5.866 -17.651 -2.761
H 6.862 -16.249 -2.812
H 4.984 -17.897 -5.534
H 3.922 -17.737 -4.358
C 3.433 -21.979 -12.114
O 3.116 -21.092 -11.068
C 2.543 -21.711 -9.930
C 1.238 -22.487 -10.149
C 0.161 -21.567 -10.772
N 0.762 -22.993 -8.868
H 2.577 -22.260 -12.734
H 3.802 -22.909 -11.664
H 4.185 -21.525 -12.757
H 3.356 -22.258 -9.442
H 2.229 -20.908 -9.269
H 1.412 -23.384 -10.751
H 0.458 -21.139 -11.733
H -0.047 -20.643 -10.223
H -0.799 -22.084 -10.777
H -0.241 -23.074 -8.978
H 0.907 -22.269 -8.141
N 5.584 -21.051 -3.762
C 6.203 -21.070 -4.954
N 7.519 -20.704 -4.941
O 5.601 -21.303 -6.008
H 6.212 -21.032 -2.977
H 4.595 -21.082 -3.611
H 8.006 -20.698 -4.066
H 7.923 -20.861 -5.861
N 7.863 -24.689 -8.210
C 6.620 -24.449 -8.674
N 6.465 -23.219 -9.258
O 5.762 -25.327 -8.760
H 8.574 -23.986 -8.306
H 8.158 -25.611 -7.952
H 6.882 -22.471 -8.723
H 5.576 -23.045 -9.695
N 6.748 -19.025 -12.228
C 5.754 -18.807 -13.124
N 6.193 -18.587 -14.369
O 4.581 -18.651 -12.751
H 6.544 -19.213 -11.257
H 7.681 -18.875 -12.561
H 7.143 -18.859 -14.543
H 5.619 -18.315 -15.145
N 4.250 -24.126 -6.031
C 2.890 -24.060 -6.066
N 2.427 -22.792 -6.078
O 2.177 -25.050 -6.201
H 4.794 -24.928 -6.291
H 4.794 -23.295 -5.865
H 3.005 -22.041 -6.410
H 1.427 -22.657 -6.090
N -1.025 -19.251 -6.637
C 0.066 -19.972 -6.967
N 1.020 -19.256 -7.626
O 0.180 -21.193 -6.815
H -1.820 -19.743 -6.270
H -0.979 -18.277 -6.860
H 1.835 -19.788 -7.884
H 1.059 -18.289 -7.351
N 1.971 -17.283 -12.547
C 1.169 -17.363 -11.456
N 1.537 -18.364 -10.606
O 0.313 -16.533 -11.135
H 2.089 -16.371 -12.954
H 2.802 -17.865 -12.551
H 2.291 -18.903 -11.003
H 1.072 -18.638 -9.764
N 2.387 -15.300 -8.995
C 3.335 -15.601 -8.054
N 2.823 -15.684 -6.812
O 4.478 -15.915 -8.410
H 1.469 -14.958 -8.781
H 2.632 -15.311 -9.970
H 3.536 -16.097 -6.182
H 1.961 -15.305 -6.479
N 4.402 -18.428 -9.838
C 5.000 -19.459 -9.172
N 4.464 -19.549 -7.894
O 5.748 -20.316 -9.633
H 4.169 -17.613 -9.302
H 4.343 -18.497 -10.849
H 4.006 -18.712 -7.584
H 4.802 -20.304 -7.299

=====

Entry 4:
43
Properties=species:S:1:pos:R:3 method="wB97M-V/def2-TZVPD" total_charge=0 e_homo_ev=-9.091 gap_ev=8.937 de_lowest_ev=0.4764 smiles="CC(=O)N[C@@H](C)C(=O)OCC(=O)c1ccc(-c2ccccc2)cc1"
C -2.676 -2.151 -2.541
C -3.256 -2.060 -1.148
O -4.372 -2.420 -0.851
N -2.386 -1.557 -0.233
C -2.787 -1.261 1.120
C -1.799 -1.822 2.140
C -2.964 0.238 1.343
O -3.080 0.757 2.421
O -2.945 0.902 0.185
C -3.034 2.321 0.221
C -1.843 2.948 -0.502
O -1.983 3.927 -1.193
C -0.548 2.255 -0.330
C 0.326 2.209 -1.417
C 1.531 1.546 -1.321
C 1.911 0.933 -0.127
C 3.198 0.232 -0.020
C 3.988 0.367 1.119
C 5.202 -0.287 1.214
C 5.642 -1.093 0.177
C 4.862 -1.238 -0.959
C 3.652 -0.578 -1.060
C 1.050 1.012 0.968
C -0.167 1.657 0.871
H -3.381 -2.658 -3.192
H -2.492 -1.149 -2.924
H -1.737 -2.699 -2.526
H -1.506 -1.175 -0.544
H -3.773 -1.728 1.252
H -2.103 -1.524 3.139
H -1.774 -2.906 2.080
H -0.800 -1.434 1.947
H -3.958 2.628 -0.277
H -3.061 2.659 1.266
H 0.034 2.695 -2.336
H 2.200 1.522 -2.168
H 3.659 1.010 1.923
H 5.809 -0.166 2.099
H 6.590 -1.605 0.252
H 5.199 -1.867 -1.769
H 3.041 -0.707 -1.942
H 1.333 0.548 1.902
H -0.800 1.722 1.742

=====

Entry 5:
18
Properties=species:S:1:pos:R:3 method="wB97M-V/def2-TZVPD" total_charge=+1 e_homo_ev=-14.684 gap_ev=5.431 de_lowest_ev=7.9890
O 0.328 -1.235 -0.018
C 0.961 -0.114 -0.424
N 1.989 0.359 0.408
C 0.017 1.101 -0.530
N -1.121 0.676 -1.343
C -2.028 -0.411 -0.818
H 1.599 0.319 1.387
H 2.805 -0.184 0.393
H 0.316 2.009 -1.043
H -0.326 1.397 0.465
H -0.458 -0.545 2.959
H -0.725 0.508 -2.301
H -1.403 -1.258 -0.557
H -2.417 0.072 0.082
H -2.943 -0.546 -1.379
H 1.340 -0.399 -1.471
H 0.002 -0.857 1.378
O -0.023 -0.168 2.175

=====

Entry 6:
98
Properties=species:S:1:pos:R:3 method="wB97M-V/def2-TZVPD" total_charge=0 e_homo_ev=-8.388 gap_ev=7.433
C 6.720 -0.277 2.687
C 5.290 0.110 3.238
C 4.315 0.731 2.154
C 3.929 -0.318 1.022
C 3.186 -1.616 1.607
C 3.203 0.315 -0.205
C 1.723 0.751 -0.196
C 0.843 0.626 1.092
C 0.457 2.118 1.588
C -0.942 2.174 2.343
C -2.104 2.881 1.503
C -3.273 1.830 1.172
C -4.492 1.947 2.212
C -5.874 1.613 1.495
C -6.159 0.046 1.456
C -7.389 -0.172 0.463
C -7.512 -1.702 0.067
O -7.014 -2.473 1.177
C -6.771 -3.834 0.746
C 1.056 1.306 -1.385
Cl -0.690 1.768 -1.399
C 1.788 1.531 -2.697
N 1.265 2.078 -3.856
S 2.618 2.071 -4.869
N 3.841 1.423 -3.926
C 3.252 1.137 -2.689
C 3.924 0.533 -1.472
C 5.461 0.191 -1.658
C 5.724 -1.313 -1.986
N 6.119 -2.122 -1.063
H 6.773 -0.449 1.576
H 7.010 -1.264 3.167
H 7.517 0.483 2.931
H 5.445 0.903 4.032
H 4.781 -0.779 3.720
H 3.420 1.238 2.617
H 4.916 1.536 1.620
H 4.919 -0.711 0.634
H 2.677 -1.261 2.561
H 3.907 -2.413 1.934
H 2.362 -1.987 0.943
H -0.130 0.086 0.875
H 1.358 0.151 1.964
H 1.250 2.396 2.349
H 0.484 2.847 0.737
H -1.297 1.164 2.705
H -0.783 2.828 3.255
H -1.736 3.394 0.575
H -2.569 3.693 2.143
H -3.679 1.963 0.125
H -2.849 0.790 1.272
H -4.501 2.956 2.720
H -4.338 1.168 3.026
H -5.868 1.963 0.423
H -6.714 2.116 2.048
H -6.434 -0.351 2.478
H -5.276 -0.510 1.034
H -8.340 0.129 1.001
H -7.288 0.483 -0.457
H -6.916 -1.930 -0.872
H -8.596 -1.955 -0.128
H -6.124 -3.815 -0.174
H -6.278 -4.408 1.588
H -7.788 -4.296 0.542
H 5.990 0.460 -0.703
H 5.850 0.907 -2.443
H 5.565 -1.643 -3.060
H 6.238 -3.022 -1.549
C -10.499 -5.105 -2.816
C -9.896 -5.678 -1.560
O -8.964 -5.136 -1.003
C -10.495 -6.952 -1.023
H -9.970 -4.191 -3.086
H -10.404 -5.821 -3.635
H -11.551 -4.865 -2.647
H -10.399 -7.749 -1.762
H -11.547 -6.793 -0.775
H -9.963 -7.249 -0.118
C 0.474 3.811 -7.475
C 0.650 3.976 -8.963
O -0.055 4.726 -9.603
C 1.741 3.172 -9.623
H -0.344 4.448 -7.136
H 0.229 2.773 -7.243
H 1.388 4.109 -6.957
H 1.552 2.105 -9.485
H 2.711 3.440 -9.199
H 1.754 3.389 -10.692
C 9.395 0.131 6.966
C 9.268 0.790 5.617
O 8.193 0.893 5.065
C 10.529 1.316 4.981
H 8.411 -0.198 7.302
H 10.051 -0.739 6.895
H 9.793 0.843 7.692
H 11.234 0.498 4.822
H 10.976 2.080 5.620
H 10.288 1.763 4.016

=====

Entry 7:
137
Properties=species:S:1:pos:R:3 method="wB97M-V/def2-TZVPD" total_charge=-1 e_homo_ev=-1.689 gap_ev=3.727 de_lowest_ev=0.2707
Ba 0.426 0.735 0.380
O 4.881 0.312 -0.077
C 3.731 0.405 0.390
O 2.727 -0.237 -0.065
C 3.564 1.193 1.683
C 4.702 1.796 2.241
C 4.655 2.267 3.527
C 3.473 2.125 4.254
C 2.416 1.484 3.645
N 2.455 0.988 2.408
H 5.579 1.895 1.620
H 5.519 2.752 3.965
H 3.374 2.499 5.265
H 1.475 1.371 4.177
C -1.146 -1.972 2.095
N 0.211 -1.774 2.572
C 0.193 -1.112 3.863
C 0.887 -3.064 2.623
C 2.306 -3.053 3.177
N 3.245 -2.263 2.420
C 3.616 -2.893 1.172
C 4.407 -1.894 3.197
H -1.728 -2.643 2.755
H -1.669 -1.013 2.052
H -1.134 -2.405 1.094
H -0.269 -1.744 4.644
H -0.385 -0.187 3.783
H 1.204 -0.851 4.166
H 0.885 -3.471 1.610
H 0.302 -3.762 3.255
H 2.631 -4.112 3.240
H 2.292 -2.683 4.205
H 4.090 -3.882 1.340
H 4.309 -2.251 0.629
H 2.738 -3.020 0.539
H 4.992 -2.773 3.535
H 4.103 -1.322 4.077
H 5.060 -1.260 2.596
S -3.031 -0.878 -0.506
C -3.133 -1.355 -2.119
N -2.102 -1.099 -2.964
C -2.070 -1.446 -4.265
C -3.095 -2.146 -4.822
C -4.197 -2.455 -3.998
C -4.222 -2.070 -2.691
H -1.331 -0.471 -2.631
H -1.195 -1.109 -4.806
H -3.063 -2.429 -5.863
H -5.038 -3.001 -4.410
H -5.062 -2.293 -2.050
C 2.619 -3.645 -2.958
C 1.090 -3.683 -2.909
P 0.508 -3.717 -1.156
C -1.289 -4.181 -1.289
C -1.814 -4.769 -2.597
C 1.256 -5.305 -0.561
C 0.948 -6.588 -1.326
H 2.977 -3.422 -3.966
H 3.043 -4.608 -2.668
H 3.018 -2.891 -2.275
H 0.713 -4.526 -3.492
H 0.673 -2.774 -3.354
H -1.855 -3.278 -1.047
H -1.474 -4.868 -0.456
H -1.708 -4.057 -3.418
H -2.878 -5.000 -2.506
H -1.294 -5.684 -2.883
H 0.939 -5.405 0.482
H 2.335 -5.137 -0.515
H -0.117 -6.823 -1.296
H 1.484 -7.436 -0.894
H 1.244 -6.511 -2.375
O -1.594 1.798 1.919
P -2.525 2.972 1.938
N -2.671 3.630 0.445
C -3.194 4.981 0.199
C -2.273 5.529 -0.889
C -1.955 4.284 -1.713
C -1.751 3.217 -0.645
N -4.054 2.522 2.440
C -4.128 1.483 3.484
C -4.890 0.337 2.829
C -5.895 1.076 1.951
C -5.089 2.261 1.412
N -2.061 4.212 2.933
C -2.130 4.086 4.389
C -0.711 3.675 4.782
C 0.157 4.533 3.852
C -0.724 4.786 2.613
H -3.171 5.570 1.116
H -4.233 4.933 -0.152
H -1.353 5.909 -0.439
H -2.738 6.327 -1.469
H -1.064 4.389 -2.331
H -2.806 4.030 -2.354
H -0.702 3.262 -0.318
H -1.999 2.212 -1.000
H -4.671 1.858 4.360
H -3.127 1.185 3.800
H -5.358 -0.328 3.557
H -4.212 -0.249 2.204
H -6.740 1.424 2.551
H -6.279 0.458 1.140
H -5.712 3.145 1.258
H -4.628 2.002 0.457
H -2.904 3.383 4.696
H -2.378 5.063 4.819
H -0.577 2.614 4.553
H -0.495 3.832 5.840
H 1.091 4.051 3.559
H 0.409 5.478 4.337
H -0.274 4.329 1.725
H -0.829 5.855 2.411
Te 2.307 3.700 0.111
C 4.700 -0.014 -3.179
N 3.436 0.678 -3.539
C 3.288 1.958 -2.767
C 2.242 -0.226 -3.367
C 1.017 0.422 -3.958
C 1.061 0.667 -5.339
C 0.066 1.403 -5.958
C -0.982 1.880 -5.179
C -1.037 1.563 -3.829
C -0.058 0.818 -3.138
H 5.533 0.650 -3.404
H 4.780 -0.933 -3.759
H 4.694 -0.204 -2.102
H 3.460 0.923 -4.527
H 3.401 1.758 -1.705
H 2.301 2.377 -2.935
H 4.061 2.652 -3.088
H 2.155 -0.416 -2.299
H 2.504 -1.153 -3.883
H 1.881 0.277 -5.944
H 0.107 1.602 -7.023
H -1.766 2.477 -5.635
H -1.912 1.909 -3.280

=====

Entry 8:
10
Properties=species:S:1:pos:R:3 method="wB97M-V/def2-TZVPD" total_charge=0 e_homo_ev=-10.967 gap_ev=11.728 de_lowest_ev=1.4863 smiles="[H]/N=C/OCC#N"
H -0.625 -1.809 -2.081
N -0.309 -1.361 -1.226
C -0.898 -0.259 -1.052
O -0.659 0.556 -0.005
C 0.342 0.128 0.911
C 1.157 1.291 1.287
N 1.819 2.188 1.590
H -1.662 0.199 -1.685
H 0.972 -0.642 0.459
H -0.138 -0.290 1.802

=====

Entry 9:
7
Properties=species:S:1:pos:R:3 method="wB97M-V/def2-TZVPD" total_charge=+2 multiplicity=8 s_squared=16.78 e_homo_ev="-17.625 / -18.071" gap_ev="6.338 / 7.701" de_lowest_ev=2.5542
C 2.070 0.417 -0.284
H 3.077 0.078 -0.446
C 0.917 0.725 -0.101
O -0.371 1.264 -0.086
C -1.102 0.358 0.661
Gd -3.220 -2.160 0.253
O -1.372 -0.681 0.002

=====

Entry 10:
23
Properties=species:S:1:pos:R:3 method="wB97M-V/def2-TZVPD" total_charge=0 multiplicity=5 s_squared=6.18 e_homo_ev="-6.148 / -4.549" gap_ev="6.206 / 4.617" de_lowest_ev=0.0000
C 0.492 -1.176 -1.638
C 0.076 -2.264 -0.816
C -1.313 -2.169 -0.581
C -1.818 -1.053 -1.283
C -0.748 -0.383 -1.942
Mn 0.295 0.527 -0.153
P 2.066 1.945 -0.031
H 1.431 -1.075 -2.193
H 0.746 -3.036 -0.455
H -1.862 -2.745 0.160
H -0.807 0.371 -2.734
H -2.851 -0.721 -1.323
H 1.787 2.896 -1.088
H 3.301 1.247 -0.302
H 2.039 2.546 1.290
N -1.754 1.862 3.315
C -0.613 1.188 3.003
N 0.295 1.026 3.990
O -0.430 0.728 1.829
H -1.830 2.315 4.229
H -2.447 1.981 2.598
H 1.155 0.509 3.774
H 0.175 1.501 4.871